Entry 1:
# CH4N2P2

A cluster of 2 separate species, CH4N2P2 in total (wB97M-V/def2-TZVPD, OMol25).

ORCA input file:
```
! RIJCOSX wB97M-V def2-TZVPD def2/J DEFGRID3
* xyz 0 1
C -0.745 0.879 -0.041
N -1.842 1.096 0.501
N 1.039 -0.885 0.706
P -0.090 0.824 -1.733
P 1.068 0.739 0.181
H -1.833 1.263 1.505
H 1.941 -1.344 0.651
H 0.318 -1.484 0.318
H 0.145 -1.089 -2.088
*
```

## Properties
LUMO energy: -0.73 eV
E: -22656.5626 eV
relative energy (zero: lowest compared OMol25 entry of this formula, charge and spin): 44.9 kcal per mole
frontier orbital gap: 7.85 eV

Atomic partial charges in e from the natural (NBO) method, atoms 1 to 8: -0.3050, -0.5525, -1.1331, 0.2175, 0.6903, 0.3486, 0.3887, 0.3907

=====

Entry 2:
# C30H26ClN3O8S

The molecule C30H26ClN3O8S (wB97M-V/def2-TZVPD, OMol25).

ORCA input file:
```
! RIJCOSX wB97M-V def2-TZVPD def2/J DEFGRID3
* xyz 0 1
C -0.562 2.079 2.760
C -1.905 2.229 3.017
C -2.933 1.569 2.006
C -2.211 0.690 0.913
C -1.938 1.290 -0.397
C -2.406 2.765 -0.684
C -1.415 3.853 -0.062
S 0.259 3.409 -0.720
C 1.480 4.478 0.071
N 1.019 5.622 0.623
N 2.145 6.177 1.164
C 3.207 5.401 0.914
O 2.817 4.265 0.180
C -1.267 0.476 -1.410
C -0.879 -0.912 -1.057
C -1.174 -1.513 0.256
C -0.781 -2.995 0.532
C -1.916 -4.041 0.145
O -1.911 -5.054 0.772
Cl -3.111 -3.715 -1.154
C -1.846 -0.710 1.275
N -2.236 -1.156 2.600
C -3.434 -1.975 2.621
C -4.183 -2.123 4.009
O -3.936 -2.515 1.670
C -1.161 -1.685 3.395
C 0.217 -0.925 3.553
O -1.228 -2.760 3.958
C -0.130 -1.686 -2.198
O -0.323 -2.844 -2.476
C 0.885 -0.801 -3.005
C 2.205 -1.252 -3.434
C 2.743 -2.684 -3.115
C 4.190 -2.493 -2.460
C 4.508 -3.642 -1.448
O 3.763 -4.538 -1.172
O 5.769 -3.635 -0.857
C 3.068 -0.298 -4.168
C 2.665 1.067 -4.509
C 1.329 1.508 -4.099
C 0.488 0.585 -3.365
C -0.934 1.002 -2.854
O -1.702 1.635 -3.536
H -0.185 2.237 1.714
H 0.210 1.793 3.515
H -2.282 2.834 3.882
H -3.579 0.887 2.632
H -3.625 2.327 1.559
H -2.416 2.990 -1.790
H -3.468 2.942 -0.351
H -1.462 3.900 1.053
H -1.722 4.855 -0.453
H 4.215 5.680 1.275
H -0.384 -3.207 1.552
H 0.063 -3.235 -0.182
H -5.038 -1.385 3.952
H -3.507 -1.725 4.814
H -4.532 -3.163 4.191
H 0.599 -0.582 2.552
H 0.972 -1.675 3.923
H 0.172 -0.116 4.320
H 2.829 -3.329 -4.031
H 2.081 -3.122 -2.331
H 4.983 -2.446 -3.250
H 4.231 -1.508 -1.906
H 6.212 -2.783 -1.022
H 4.090 -0.611 -4.482
H 3.353 1.759 -5.046
H 0.954 2.533 -4.341
*
```

## Properties
LUMO energy: -1.07 eV
E: -75734.1611 eV
relative energy (zero: lowest compared OMol25 entry of this formula, charge and spin): 87.5 kcal per mole
frontier orbital gap: 7.95 eV

Atomic partial charges in e from the natural (NBO) method, atoms 1 to 8: -0.4245, -0.1855, -0.4824, 0.0469, 0.0015, -0.4639, -0.5021, 0.2253

=====

Entry 3:
# CH12O6

A cluster of 6 separate species, CH12O6 in total (wB97M-V/def2-TZVPD, OMol25).

ORCA input file:
```
! RIJCOSX wB97M-V def2-TZVPD def2/J DEFGRID3
* xyz 0 1
C 2.175 1.614 -0.293
O 1.139 2.191 0.089
H 2.887 1.272 0.447
H 2.459 1.775 -1.430
O -1.087 -1.824 0.354
H -1.482 -0.975 0.253
H -1.336 -2.514 -0.329
O 1.641 -0.080 -3.018
H 1.624 -1.011 -2.775
H 0.910 0.221 -3.615
O -1.580 1.060 -0.327
H -2.161 1.819 -0.613
H -0.717 1.531 -0.163
O 1.945 -2.324 0.091
H 1.453 -2.877 -0.465
H 1.254 -2.127 0.754
O -3.401 0.861 3.541
H -2.949 1.245 4.222
H -2.775 0.143 3.275
*
```

## Properties
LUMO energy: 0.39 eV
E: -13515.2111 eV
relative energy (zero: lowest compared OMol25 entry of this formula, charge and spin): 34.8 kcal per mole
frontier orbital gap: 10.70 eV

Atomic partial charges in e from the natural (NBO) method, atoms 1 to 8: 0.2892, -0.5739, 0.1368, 0.1522, -0.9935, 0.5101, 0.4804, -0.9710

=====

Entry 4:
# C2H4P2S2

The molecule C2H4P2S2 (wB97M-V/def2-TZVPD, OMol25).

ORCA input file:
```
! RIJCOSX wB97M-V def2-TZVPD def2/J DEFGRID3
* xyz 0 1
P 1.536 -0.798 0.904
C 0.804 0.237 -0.495
P -0.613 1.237 0.133
C -1.867 0.128 0.091
S -3.591 0.233 0.124
S -2.509 -1.463 -0.409
H 2.699 -0.562 0.229
H 1.554 0.389 1.644
H 1.463 1.018 -0.950
H 0.525 -0.420 -1.272
*
```

## Properties
LUMO energy: -0.24 eV
E: -42384.1506 eV
relative energy (zero: lowest compared OMol25 entry of this formula, charge and spin): 61.6 kcal per mole
frontier orbital gap: 8.30 eV

Atomic partial charges in e from the natural (NBO) method, atoms 1 to 8: 0.3340, -0.9921, 0.6980, -0.7957, 0.1924, 0.1513, -0.0273, -0.0332

=====

Entry 5:
# ClFeO4

A structure of composition ClFeO4 (wB97M-V/def2-TZVPD, OMol25).

ORCA input file:
```
! RIJCOSX wB97M-V def2-TZVPD def2/J DEFGRID3
* xyz 1 5
Fe -2.133 1.972 1.115
Cl 0.488 -0.441 -0.213
O 1.448 0.507 -0.561
O -0.607 0.344 0.306
O 0.005 -1.017 -1.485
O 0.798 -1.366 0.838
*
```

## Properties
LUMO energy (spin up / spin down): -6.43 / -9.68 eV
E: -55078.4757 eV
frontier orbital gap (spin up / spin down): 9.49 / 4.16 eV
⟨S²⟩: 6.06

The net atomic charges from natural (NBO), expressed in e, are: 0.9974, 2.4874, -0.5559, -0.8865, -0.3942, -0.6482

=====

Entry 6:
# C2H7N4O3

A structure of composition C2H7N4O3 (wB97M-V/def2-TZVPD, OMol25).

ORCA input file:
```
! RIJCOSX wB97M-V def2-TZVPD def2/J DEFGRID3
* xyz 1 1
C 1.576 -0.024 0.059
C -2.098 -0.069 0.446
N 2.468 0.856 0.514
N -3.020 0.906 0.390
N 1.686 -0.384 -1.287
N -0.223 -1.895 0.284
O 0.613 -0.436 0.793
O 0.210 -2.467 -0.561
O -1.362 -0.531 -0.461
H -2.164 -0.681 1.395
H 2.427 1.225 1.402
H 3.160 1.268 -0.128
H -3.585 1.325 1.140
H -3.180 1.528 -0.466
H 0.965 -0.661 -1.885
H 2.527 0.042 -1.634
*
```

## Properties
LUMO energy: -3.75 eV
E: -14281.4204 eV
relative energy (zero: lowest compared OMol25 entry of this formula, charge and spin): 19.2 kcal per mole
frontier orbital gap: 10.79 eV

Atomic partial charges in e from the natural (NBO) method, atoms 1 to 8: 0.7999, 0.5502, -0.7648, -0.7752, -0.8082, 0.5484, -0.5391, -0.1244

=====

Entry 7:
# C23H31AuFNO2Se2

A structure of composition C23H31AuFNO2Se2 (wB97M-V/def2-TZVPD, OMol25).

ORCA input file:
```
! RIJCOSX wB97M-V def2-TZVPD def2/J DEFGRID3
* xyz 0 1
Au 1.301 0.601 0.057
C -1.363 2.518 4.034
C -0.821 2.231 2.633
C -0.584 3.528 1.856
C -1.736 1.304 1.856
C -3.060 1.671 1.655
C -3.923 0.868 0.929
C -3.455 -0.322 0.399
C -2.135 -0.733 0.578
C -1.734 -2.048 -0.080
C -0.988 -1.799 -1.395
C -0.957 -3.036 0.792
C -1.265 0.099 1.305
N 0.106 -0.262 1.461
C 0.500 -0.772 2.677
C -0.417 -1.108 3.690
C -0.011 -1.643 4.902
C 1.328 -1.872 5.170
C 2.261 -1.555 4.191
C 1.845 -1.027 2.992
F 2.805 -0.739 2.066
H -0.657 3.133 4.595
H -1.521 1.591 4.587
H -2.313 3.056 3.988
H 0.142 1.735 2.746
H -1.516 4.079 1.715
H -0.164 3.320 0.870
H 0.111 4.175 2.395
H -3.423 2.603 2.073
H -4.954 1.163 0.782
H -4.128 -0.960 -0.162
H -2.680 -2.534 -0.333
H -0.033 -1.318 -1.173
H -1.560 -1.147 -2.061
H -0.788 -2.739 -1.916
H 0.084 -2.744 0.904
H -0.986 -4.025 0.328
H -1.390 -3.117 1.790
H -1.470 -0.942 3.505
H -0.762 -1.884 5.645
H 1.648 -2.290 6.114
H 3.321 -1.713 4.341
O 0.288 0.636 -6.103
C 0.673 -0.322 -5.134
C 1.732 0.230 -4.159
C 2.919 0.780 -4.947
O 3.353 -0.205 -5.878
C 1.099 1.341 -3.327
Se 2.323 1.904 -1.896
C 2.158 -0.906 -3.239
Se 3.307 -0.261 -1.793
H 0.901 0.577 -6.842
H 1.060 -1.227 -5.606
H -0.222 -0.588 -4.567
H 3.724 1.063 -4.266
H 2.593 1.676 -5.483
H 4.312 -0.241 -5.890
H 0.178 1.012 -2.851
H 0.894 2.217 -3.943
H 2.761 -1.635 -3.781
H 1.292 -1.396 -2.797
*
```

## Properties
LUMO energy: -0.69 eV
E: -167041.4811 eV
frontier orbital gap: 6.15 eV

Atomic partial charges in e from the natural (NBO) method, atoms 1 to 8: 0.5295, -0.5966, -0.2443, -0.5962, -0.0433, -0.2145, -0.2191, -0.2109

=====

Entry 8:
# C20H40AlK4O19P

A structure of composition C20H40AlK4O19P (wB97M-V/def2-TZVPD, OMol25).

ORCA input file:
```
! RIJCOSX wB97M-V def2-TZVPD def2/J DEFGRID3
* xyz 4 1
Al 2.790 0.984 2.070
K 5.222 0.247 -1.892
K -0.153 -3.084 1.126
K 2.496 -2.301 -3.228
K 5.092 -2.589 0.396
P 1.805 -1.132 -0.237
O 2.941 -0.340 -0.954
O 1.104 -2.310 -1.025
O 0.728 -0.272 0.510
O 2.533 -1.704 1.035
C 2.806 -5.017 3.246
C 2.608 -3.611 3.548
O 1.881 -3.343 4.800
C 1.736 -1.980 5.141
O 2.277 -1.016 4.561
O 0.791 -1.931 6.009
C 0.498 -0.744 6.721
H 1.853 -5.365 2.847
H 3.124 -5.494 4.173
H 3.679 -5.134 2.604
H 2.033 -3.205 2.715
H 3.589 -3.155 3.678
H -0.300 -0.231 6.185
H 1.401 -0.176 6.942
H 0.013 -0.995 7.665
C -0.068 5.452 -4.337
C 1.382 5.209 -5.012
O 1.749 3.770 -4.789
C 0.940 2.817 -5.383
O 0.079 3.112 -6.171
O 1.063 1.640 -4.725
C 2.157 1.255 -3.909
H -0.266 6.492 -4.080
H -0.164 4.912 -3.395
H -0.899 5.157 -4.978
H 2.139 5.793 -4.489
H 1.377 5.448 -6.075
H 2.791 0.554 -4.452
H 1.809 0.738 -3.015
H 2.663 2.139 -3.523
C -4.644 -3.924 4.100
C -4.355 -3.624 2.637
O -4.016 -2.214 2.528
C -2.802 -1.716 2.856
O -1.843 -2.367 3.313
O -2.756 -0.343 2.602
C -1.499 0.268 2.784
H -5.451 -3.278 4.448
H -3.704 -3.715 4.609
H -5.000 -4.952 4.162
H -5.256 -3.846 2.065
H -3.695 -4.381 2.215
H -1.444 1.174 2.181
H -0.677 -0.378 2.476
H -1.408 0.604 3.817
C 4.342 4.609 -1.896
C 3.078 5.476 -1.472
O 1.875 4.780 -1.650
C 1.333 3.883 -0.770
O 1.681 3.441 0.298
O 0.196 3.596 -1.343
C -0.703 2.526 -0.824
H 4.430 3.713 -1.281
H 5.311 5.105 -1.922
H 4.250 4.189 -2.898
H 3.012 6.469 -1.916
H 3.216 5.691 -0.412
H -0.701 2.508 0.266
H -0.490 1.519 -1.184
H -1.735 2.784 -1.064
C -1.585 -0.552 -2.586
C -1.887 -1.640 -1.450
O -3.194 -2.010 -1.814
C -3.661 -3.054 -1.091
O -3.031 -3.615 -0.207
O -4.979 -3.278 -1.334
C -5.800 -2.536 -2.261
H -0.533 -0.386 -2.819
H -1.965 0.457 -2.424
H -1.994 -0.987 -3.497
H -1.879 -1.194 -0.456
H -1.158 -2.432 -1.620
H -5.592 -2.671 -3.323
H -5.754 -1.461 -2.088
H -6.830 -2.826 -2.056
*
```

## Properties
LUMO energy: -16.85 eV
E: -141439.1720 eV
frontier orbital gap: 1.78 eV

Atomic partial charges in e from the Löwdin method, atoms 1 to 8: 1.1627, 0.8913, 0.8491, 0.9142, 0.9052, -0.0417, -0.5519, -0.4775

=====

Q: The highest E belongs to which entry?
A: CH12O6

=====

Q: Which of these has the lowest E?
A: C23H31AuFNO2Se2